{"formula": "C3H4N2O", "method": "the ωB97M-V functional and the def2-TZVPD basis", "symbols": ["O", "N", "N", "C", "C", "C", "H", "H", "H", "H"], "xyz": [[-1.1111, -0.8727, 0.7605], [-0.1377, 1.0382, -0.1828], [-1.1508, 1.6307, 0.3699], [-0.1927, -0.3915, 0.0623], [1.1075, -1.0369, -0.0747], [2.1057, -1.6795, -0.2467], [-0.3821, 0.0241, -1.1804], [-1.7721, 1.0207, 0.9160], [-1.4649, 2.5019, -0.0327], [2.9982, -2.2351, -0.3915]], "nbo_charge": [-0.665, -0.164, -0.539, 0.314, -0.085, -0.158, 0.261, 0.408, 0.390, 0.236], "multiplicity": 1, "total_charge": 0, "homo_energy_ev": -9.5, "relative_energy_kcal_mol": 128.1}

{"formula": "C3H4N2O", "method": "the ωB97M-V functional and the def2-TZVPD basis", "symbols": ["O", "N", "N", "C", "C", "C", "H", "H", "H", "H"], "xyz": [[0.8522, -1.1260, 0.4223], [2.1729, -0.6554, 0.4368], [2.1807, 0.5275, 0.0101], [0.9001, 0.9169, -0.2969], [0.0808, -0.1277, -0.0200], [-1.3983, -0.3273, 0.0086], [-1.8183, 0.2968, 0.8152], [-1.9251, -0.0360, -0.9097], [0.6498, 1.8962, -0.6704], [-1.6113, -1.3786, 0.2096]], "nbo_charge": [-0.294, 0.086, -0.190, -0.188, 0.304, -0.666, 0.240, 0.239, 0.225, 0.243], "multiplicity": 1, "smiles": "Cc1cnno1", "total_charge": 0, "homo_energy_ev": -10.1, "relative_energy_kcal_mol": 50.7}

{"formula": "C3H4N2O", "method": "the ωB97M-V functional and the def2-TZVPD basis", "symbols": ["O", "N", "N", "C", "C", "C", "H", "H", "H", "H"], "xyz": [[2.0918, 0.3998, -0.5227], [-1.3817, 0.4603, 0.2431], [0.4102, -1.1560, 0.0771], [-0.1141, 1.0942, -0.1293], [-1.1985, -0.7735, 0.3759], [0.9635, 0.0545, -0.2204], [1.1247, -1.9216, 0.0272], [-0.1756, 1.5777, -1.1096], [0.2111, 1.8294, 0.6137], [-1.9314, -1.5648, 0.6450]], "nbo_charge": [-0.615, -0.387, -0.712, -0.362, 0.298, 0.635, 0.434, 0.243, 0.243, 0.222], "multiplicity": 1, "smiles": "O=C1CN=CN1", "total_charge": 0, "homo_energy_ev": -9.6, "relative_energy_kcal_mol": 33.7}

{"formula": "C3H4N2O", "method": "the ωB97M-V functional and the def2-TZVPD basis", "symbols": ["O", "N", "N", "C", "C", "C", "H", "H", "H", "H"], "xyz": [[-1.9149, -1.2019, 0.2225], [1.5505, -0.0127, -0.2232], [-1.2074, 1.9399, 0.4670], [0.1424, -0.1406, -0.0533], [-0.5753, 0.9752, 0.1503], [-0.7137, -1.3007, 0.0191], [-1.0127, 2.8459, 0.0981], [1.8533, -0.3866, -1.1159], [2.0927, -0.4364, 0.5193], [-0.2150, -2.2821, -0.0839]], "nbo_charge": [-0.576, -0.814, -0.625, -0.276, 0.631, 0.380, 0.422, 0.372, 0.369, 0.116], "multiplicity": 1, "smiles": "N=C=C(N)C=O", "total_charge": 0, "homo_energy_ev": -8.8, "relative_energy_kcal_mol": 63.0}

{"formula": "C3H4N2O", "method": "the ωB97M-V functional and the def2-TZVPD basis", "symbols": ["O", "N", "N", "C", "C", "C", "H", "H", "H", "H"], "xyz": [[-2.2553, -0.1639, -0.0577], [1.0723, -1.0828, -0.0138], [-0.3528, -1.3694, 0.0755], [0.0081, 1.0018, 0.0301], [1.2717, 0.1698, -0.1196], [-1.0647, -0.1482, -0.0182], [-0.0100, 1.5818, 1.0143], [2.2898, 0.4985, -0.0555], [-0.6439, -2.3003, -0.1413], [-0.3152, 1.8127, -0.7138]], "nbo_charge": [-0.562, -0.205, -0.502, -0.593, 0.031, 0.673, 0.268, 0.209, 0.416, 0.266], "multiplicity": 1, "smiles": "O=C1CC=NN1", "total_charge": 0, "homo_energy_ev": -9.6, "relative_energy_kcal_mol": 35.5}

{"formula": "C3H4N2O", "method": "the ωB97M-V functional and the def2-TZVPD basis", "symbols": ["O", "N", "N", "C", "C", "C", "H", "H", "H", "H"], "xyz": [[2.2592, -0.1484, 0.0583], [-1.2328, -0.1364, -0.0081], [0.4163, 1.3290, 0.2193], [0.9223, 0.0715, 0.1149], [-0.8843, 1.1654, 0.1260], [-0.0626, -0.8703, 0.0000], [-1.6195, 1.9584, 0.1430], [-0.0308, -1.9464, 0.0651], [2.3462, -0.9496, -0.4724], [-2.1436, -0.4908, -0.2482]], "nbo_charge": [-0.657, -0.516, -0.473, 0.389, 0.178, -0.230, 0.196, 0.217, 0.479, 0.417], "multiplicity": 1, "smiles": "Oc1c[nH]cn1", "total_charge": 0, "homo_energy_ev": -8.4, "relative_energy_kcal_mol": 16.2}

{"formula": "C3H4N2O", "method": "the ωB97M-V functional and the def2-TZVPD basis", "symbols": ["O", "N", "N", "C", "C", "C", "H", "H", "H", "H"], "xyz": [[0.1407, 1.1798, -1.3413], [0.4010, -1.7592, 0.5224], [-0.7836, -1.2074, 1.1184], [0.1953, 0.4253, -0.1699], [-0.9817, -0.0398, 0.6324], [0.9176, -0.8774, -0.2489], [-0.6018, 1.7929, -1.3005], [-1.7917, 0.5984, 0.9739], [1.8039, -1.0795, -0.8433], [0.7004, 0.9669, 0.6568]], "nbo_charge": [-0.679, -0.245, -0.241, -0.045, 0.036, 0.060, 0.480, 0.204, 0.214, 0.215], "multiplicity": 1, "smiles": "OC1C=NN=C1", "total_charge": 0, "homo_energy_ev": -10.3, "relative_energy_kcal_mol": 62.1}

{"formula": "C3H4N2O", "method": "the ωB97M-V functional and the def2-TZVPD basis", "symbols": ["O", "N", "N", "C", "C", "C", "H", "H", "H", "H"], "xyz": [[-2.1912, 0.0229, 0.0587], [-0.8118, 0.0153, -0.0196], [-0.2648, -1.1498, -0.0261], [1.2256, 0.5176, 0.0968], [-0.0065, 1.0837, -0.1084], [0.9910, -0.8896, -0.0334], [2.2416, 1.0258, 0.2110], [1.6048, -1.7654, -0.0644], [-2.3202, -0.9196, 0.0272], [-0.4685, 2.0591, -0.1417]], "nbo_charge": [-0.510, 0.123, -0.297, -0.337, -0.088, -0.067, 0.238, 0.213, 0.485, 0.239], "multiplicity": 1, "smiles": "On1cccn1", "total_charge": 0, "homo_energy_ev": -9.0, "relative_energy_kcal_mol": 74.0}

{"formula": "C3H4N2O", "method": "the ωB97M-V functional and the def2-TZVPD basis", "symbols": ["O", "N", "N", "C", "C", "C", "H", "H", "H", "H"], "xyz": [[1.8304, 0.0753, 0.2446], [-0.0352, -0.8781, 1.1810], [-0.3315, -0.9602, -1.8829], [-0.3129, 1.0894, -0.3738], [-0.4783, 0.0897, -1.4166], [0.6348, 0.0530, 0.4080], [0.2180, 1.9928, -0.7045], [-0.8500, -1.3433, 0.7933], [-1.2627, 1.3969, 0.0906], [0.5875, -1.5155, 1.6603]], "nbo_charge": [-0.561, -0.849, -0.303, -0.591, 0.258, 0.709, 0.273, 0.404, 0.259, 0.401], "multiplicity": 1, "smiles": "N#CCC(N)=O", "total_charge": 0, "homo_energy_ev": -10.4, "relative_energy_kcal_mol": 25.6}

{"formula": "C3H4N2O", "method": "the ωB97M-V functional and the def2-TZVPD basis", "symbols": ["O", "N", "N", "C", "C", "C", "H", "H", "H", "H"], "xyz": [[-0.5516, -0.2539, 0.7825], [-2.3489, 0.6206, -0.2714], [2.7012, 0.6133, -0.4487], [0.7317, -0.8470, 0.5835], [-1.0975, 0.5013, -0.2363], [1.8138, 0.0185, 0.0053], [1.1134, -1.1686, 1.5657], [-0.3766, 1.0044, -0.9189], [-2.6733, 1.2595, -1.0032], [0.6876, -1.7481, -0.0584]], "nbo_charge": [-0.491, -0.641, -0.290, -0.162, 0.380, 0.228, 0.244, 0.155, 0.356, 0.223], "multiplicity": 1, "smiles": "[H]/N=C/OCC#N", "total_charge": 0, "homo_energy_ev": -10.8, "relative_energy_kcal_mol": 42.5}

Number 1: LUMO energy 0.182 eV, E_tot -301.2831 Ha, Kohn-Sham gap 9.73 eV. Number 2: LUMO energy 0.833 eV, E_tot -301.4064 Ha, Kohn-Sham gap 10.91 eV. Number 3: LUMO energy 0.878 eV, E_tot -301.4335 Ha, Kohn-Sham gap 10.43 eV. Number 4: LUMO energy 0.381 eV, E_tot -301.3868 Ha, Kohn-Sham gap 9.19 eV. Number 5: LUMO energy 0.856 eV, E_tot -301.4306 Ha, Kohn-Sham gap 10.47 eV. Number 6: LUMO energy 0.828 eV, E_tot -301.4614 Ha, Kohn-Sham gap 9.26 eV. Number 7: LUMO energy 0.124 eV, E_tot -301.3882 Ha, Kohn-Sham gap 10.43 eV. Number 8: LUMO energy 1.109 eV, E_tot -301.3694 Ha, Kohn-Sham gap 10.13 eV. Number 9: LUMO energy 0.634 eV, E_tot -301.4464 Ha, Kohn-Sham gap 11.07 eV. Number 10: LUMO energy 0.663 eV, E_tot -301.4196 Ha, Kohn-Sham gap 11.51 eV.